[1]
69
Properties=species:S:1:pos:R:3 method="wB97M-V/def2-TZVPD" homo_lumo_gap_ev=3.939 charge=-1 e_homo_ev=-3.07 largest_force_ha_per_bohr=0.0262 relative_energy_kj_mol=0.0 e_tot_ev=-70787.551
Al 0.11116 -2.38980 0.47791
O -1.13138 -2.49485 -0.88735
C -2.09532 -3.26753 -0.99118
C -2.50841 -4.21938 -0.01871
C -3.67416 -4.96656 -0.21690
C -4.04985 -5.90086 0.70822
C -3.30135 -6.10531 1.88157
C -2.17165 -5.37249 2.10739
C -1.72565 -4.42195 1.15802
O -0.62983 -3.77814 1.35169
N -5.24561 -6.69784 0.47897
O -5.90438 -6.47030 -0.51867
O -5.52281 -7.55679 1.29685
H -2.67726 -3.16240 -1.91348
H -4.28628 -4.80809 -1.09568
H -3.63802 -6.84917 2.58911
H -1.58054 -5.49752 3.00386
O 1.78416 -3.10905 0.98142
N 2.71683 -2.20965 0.90302
N 2.42108 -1.32412 0.05231
O 1.30527 -1.38888 -0.63729
C 3.21169 -0.13392 -0.05905
C 2.58733 1.00821 -0.52410
C 3.31128 2.19141 -0.55531
C 4.63894 2.21229 -0.15430
C 5.25128 1.04632 0.29436
C 4.53694 -0.13622 0.35599
H 1.54336 0.96528 -0.83804
H 2.82703 3.09845 -0.89263
H 5.19932 3.13814 -0.18510
H 6.29040 1.06352 0.59610
H 4.98759 -1.05397 0.70711
O -1.00224 0.92589 1.67724
C -0.25057 0.08965 2.10344
O -0.14698 -1.14544 1.67704
C 0.68841 0.41177 3.24504
C 0.58864 1.65520 3.85960
C 1.43924 1.99350 4.89446
C 2.39599 1.07770 5.30421
C 2.51517 -0.16379 4.70339
C 1.65153 -0.49585 3.67440
N 3.29693 1.42999 6.40455
O 4.12345 0.60669 6.75336
O 3.17419 2.52857 6.91492
H -0.16781 2.34280 3.50682
H 1.37783 2.94800 5.39635
H 3.27402 -0.84919 5.05146
H 1.71901 -1.46277 3.19705
C -1.69025 5.64891 -5.24929
C -1.48428 4.38660 -4.44726
C -2.44566 3.94751 -3.54729
C -2.28689 2.77510 -2.81493
C -3.37145 2.35774 -1.86017
C -1.12801 1.98561 -2.97781
Te -0.92086 0.13197 -1.92100
C -0.14008 2.44206 -3.87229
C 1.15262 1.69976 -4.11487
C -0.33325 3.62808 -4.58178
H -2.75201 5.88987 -5.31740
H -1.29428 5.54062 -6.26057
H -1.18419 6.50163 -4.78703
H -3.35001 4.53624 -3.41353
H -4.17035 3.10379 -1.82761
H -2.96402 2.21861 -0.85738
H -3.79738 1.39903 -2.16308
H 1.11874 0.70415 -3.67811
H 1.99761 2.23811 -3.67319
H 1.34010 1.60689 -5.18812
H 0.44594 3.95617 -5.26676


[2]
67
Properties=species:S:1:pos:R:3 method="wB97M-V/def2-TZVPD" homo_lumo_gap_ev="4.736 / 5.960" charge=0 e_homo_ev="-6.64 / -6.61" largest_force_ha_per_bohr=0.0689 relative_energy_kj_mol=102.8 e_tot_ev=-89659.331 spin_multiplicity=8
Gd 0.03841 1.36387 0.42045
S 2.86258 1.69912 0.02461
C 2.41618 3.32144 0.19032
N 1.15102 3.70494 0.24436
C 1.07937 5.04615 0.59061
C -0.08393 5.78512 0.86803
C 0.03998 7.14323 0.99504
C 1.25658 7.79913 0.87638
C 2.42396 7.07860 0.63813
C 2.35181 5.68308 0.53958
S 3.63527 4.57201 0.35421
H -1.03359 5.30661 1.13416
H -0.85712 7.68461 1.22079
H 1.34007 8.87264 0.88635
H 3.40551 7.55256 0.66957
B -2.63335 2.26761 2.82085
N -1.17985 2.01622 3.38585
C -0.84724 1.97460 4.69224
C 0.51903 1.80511 4.82266
C 1.01981 1.74331 3.49217
N -0.00326 1.87616 2.62091
N -2.80830 2.66432 1.33477
C -3.97542 3.09540 0.84043
C -3.84535 3.59269 -0.44915
C -2.44746 3.42091 -0.72036
N -1.85077 2.80723 0.29235
H -3.04182 3.26314 3.51049
H -3.18252 1.17073 2.91913
H -1.64159 2.05702 5.41554
H 1.08155 1.86965 5.73852
H 2.04903 1.72330 3.19101
H -4.84014 3.06325 1.48070
H -4.60070 4.02283 -1.09463
H -1.95935 3.76314 -1.64086
C 1.69627 -3.36233 -5.66600
O 2.11216 -4.78932 -5.56850
C 1.59130 -5.45845 -4.52040
C 2.47097 -5.88354 -3.53686
C 1.99361 -6.18384 -2.29341
C 0.63182 -6.17911 -2.11722
C -0.24019 -6.13947 -3.21461
C 0.23052 -5.77474 -4.43726
N 0.22913 -5.83708 -0.82428
N -0.94917 -5.35810 -0.75441
C -1.15774 -4.18730 -0.06940
C -2.44596 -3.69779 -0.18099
C -2.65309 -2.32914 -0.10905
C -1.57399 -1.43515 0.12956
O -1.59595 -0.16550 -0.15127
C -0.34020 -1.99907 0.64602
N 0.54276 -1.15934 1.23948
C 1.61971 -1.65018 1.82629
C 1.98346 -2.99647 1.71803
C 1.13740 -3.86753 1.09042
C -0.01855 -3.39951 0.44309
H 2.51419 -2.72588 -5.43699
H 0.90600 -3.17673 -4.93975
H 1.30140 -3.22898 -6.67251
H 3.53071 -5.91304 -3.79805
H 2.63073 -6.35595 -1.45187
H -1.26629 -6.45707 -3.01680
H -0.44152 -5.66351 -5.28017
H -3.22399 -4.35290 -0.40372
H -3.58366 -1.85473 -0.39987
H 2.29838 -0.90646 2.20473
H 2.92350 -3.34866 2.17807
H 1.30786 -4.97285 1.06252


[3]
62
Properties=species:S:1:pos:R:3 method="wB97M-V/def2-TZVPD" homo_lumo_gap_ev="7.977 / 7.974" charge=0 e_homo_ev="-8.57 / -8.67" largest_force_ha_per_bohr=0.0633 relative_energy_kj_mol=0.0 e_tot_ev=-142146.524 spin_multiplicity=4
Cr 0.35589 0.39378 -0.00187
O 3.74253 0.23302 -2.13358
C 2.82616 -0.20204 -1.44514
O 1.61060 0.22645 -1.55420
C 2.98767 -1.36679 -0.46303
C 1.79389 -2.28823 -0.57016
C 1.95053 -3.60563 0.14086
C 1.84736 -3.27219 1.64384
C 1.76540 -1.77151 1.65720
O 0.83559 -1.55136 0.48885
C 3.00261 -1.09215 1.09000
C 2.94931 0.41940 1.47034
O 3.86490 1.04181 2.01028
O 1.86583 1.01058 1.11920
H 3.92887 -1.89593 -0.65008
H 1.28854 -2.28823 -1.54619
H 2.87885 -4.08219 -0.17203
H 1.13910 -4.27096 -0.17711
H 2.69219 -3.61528 2.25290
H 0.93678 -3.68074 2.12075
H 1.34508 -1.31145 2.57129
H 3.90105 -1.55074 1.51351
C -1.40563 1.46007 3.76216
C -2.64756 0.80919 3.68989
C -2.88934 -0.03935 2.62527
C -1.93553 -0.15492 1.59166
C -0.75767 0.51150 1.72534
C -0.45734 1.36285 2.75883
C -2.15767 -0.97405 0.38087
C -3.15025 -1.97137 0.36613
C -3.22578 -2.82786 -0.71488
C -2.38379 -2.60418 -1.83124
C -2.36008 -3.52729 -2.88765
C -1.59533 -3.27285 -3.99715
C -0.84830 -2.08275 -4.11732
C -0.77710 -1.18473 -3.04852
C -1.50704 -1.47931 -1.84832
N -1.41665 -0.68391 -0.70419
H -1.23711 2.06246 4.63523
H -3.40268 0.95374 4.46753
H -3.81677 -0.59527 2.53978
H 0.46355 1.94099 2.80617
H -3.81379 -2.07709 1.21376
H -3.90808 -3.66537 -0.76154
H -2.98689 -4.40542 -2.80249
H -1.59380 -3.96987 -4.83229
H -0.38907 -1.79586 -5.06845
H -0.20242 -0.26036 -3.14748
C 1.39522 5.75180 0.65324
C 0.56339 4.76597 -0.12299
C -0.51809 5.23010 -0.89727
C -1.35437 4.34470 -1.52895
C -1.09130 2.96918 -1.35984
Br -2.34426 1.94843 -2.28290
N -0.09089 2.51731 -0.63146
C 0.79010 3.41938 -0.03559
H 1.07287 6.78595 0.51092
H 2.42618 5.73180 0.28437
H 1.38293 5.53830 1.72639
H -0.71642 6.29482 -0.95253
H -2.21110 4.69013 -2.08246
H 1.58912 3.00353 0.55235


[4]
62
Properties=species:S:1:pos:R:3 method="wB97M-V/def2-TZVPD" homo_lumo_gap_ev=7.762 charge=-1 e_homo_ev=-5.09 largest_force_ha_per_bohr=0.0078 e_tot_ev=-80361.062
Mg -0.61732 0.23689 0.29083
C 2.19931 1.85620 2.80215
C 2.62642 2.25722 1.41996
C 3.96843 2.48623 1.13467
C 4.37150 2.92058 -0.11678
C 3.41872 3.14832 -1.09821
C 2.07219 2.92808 -0.84504
C 1.04089 3.17655 -1.90640
C 1.67823 2.46225 0.41389
N 0.31866 2.13758 0.63291
C -0.48328 3.15442 0.95031
O -0.20137 4.33772 1.15401
C -1.94881 2.74474 1.01654
C -2.98446 3.59767 1.36315
C -4.28180 3.10455 1.29398
C -4.52053 1.80811 0.85718
C -3.42655 1.02534 0.52516
N -2.19675 1.49955 0.64388
C -3.52014 -0.38084 -0.05241
O -4.63868 -0.88395 -0.18484
N -2.32452 -0.87177 -0.36972
C -2.27125 -2.16256 -0.93455
C -2.47696 -3.30125 -0.14989
C -2.85751 -3.16946 1.29393
C -2.31576 -4.55269 -0.73036
C -1.96227 -4.68847 -2.06302
C -1.78034 -3.55352 -2.83665
C -1.93665 -2.28734 -2.28694
C -1.80627 -1.06549 -3.15134
H 3.06349 1.57156 3.40376
H 1.50302 1.01893 2.78161
H 1.69568 2.68926 3.29752
H 4.70346 2.31928 1.91322
H 5.42121 3.08587 -0.32574
H 3.72090 3.49745 -2.07923
H 1.51366 3.44649 -2.85031
H 0.36853 3.98300 -1.60860
H 0.42144 2.29055 -2.07376
H -2.75418 4.61020 1.65855
H -5.11472 3.74357 1.56272
H -5.51244 1.39349 0.75214
H -2.13678 -2.54449 1.82614
H -2.87925 -4.14783 1.77384
H -3.84051 -2.70632 1.38550
H -2.45951 -5.43466 -0.11638
H -1.82488 -5.67164 -2.49358
H -1.51282 -3.64461 -3.88333
H -1.40208 -1.32649 -4.12906
H -1.15914 -0.30768 -2.70360
H -2.78135 -0.59525 -3.29499
Cl 1.26821 -0.45757 -1.25262
C 2.35314 -1.40167 -0.23841
C 3.57925 -1.68729 -0.80511
C 4.49769 -2.43089 -0.08424
C 4.15673 -2.86525 1.18769
C 2.91988 -2.55658 1.72092
Cl 2.57809 -3.14102 3.32203
C 1.94510 -1.80423 1.04193
S 0.40639 -1.45957 1.76425
H 3.80492 -1.32214 -1.79539
H 5.46459 -2.66340 -0.50389
H 4.84914 -3.44569 1.77998


[5]
64
Properties=species:S:1:pos:R:3 method="wB97M-V/def2-TZVPD" homo_lumo_gap_ev="5.215 / 4.616" charge=+2 e_homo_ev="-13.54 / -13.54" largest_force_ha_per_bohr=0.0103 relative_energy_kj_mol=35.5 e_tot_ev=-52942.147
Tl -0.48197 -1.03467 2.52289
C 3.55305 4.69253 -1.02182
C 4.40019 3.59582 -0.39908
C 5.63301 3.30407 -1.23125
C 6.48853 2.24429 -0.56815
C 5.68161 1.00065 -0.31474
C 6.29736 -0.23257 -0.25113
C 5.55228 -1.37776 -0.01160
F 6.18460 -2.55325 0.04267
C 4.19994 -1.33323 0.17006
C 3.55154 -0.10023 0.10197
C 2.10296 -0.06244 0.31446
O 1.45430 -1.07168 0.62481
C 1.50982 1.25142 0.17315
C 2.31051 2.36512 -0.07468
N 3.61833 2.31377 -0.21534
C 4.28793 1.06596 -0.14615
C 0.04837 1.45043 0.16348
O -0.21595 2.25424 -0.78580
O -0.77874 0.85293 0.85535
H 4.21661 5.51260 -1.29281
H 2.80678 5.10740 -0.34536
H 3.06225 4.34530 -1.93327
H 4.71068 3.89456 0.60550
H 6.19076 4.23390 -1.33726
H 5.32870 2.99178 -2.23510
H 6.86733 2.62627 0.38495
H 7.36016 2.00120 -1.17391
H 7.36821 -0.31734 -0.38982
H 3.62713 -2.22832 0.35978
H 1.84834 3.33332 -0.15570
N -8.91593 4.41506 -1.64087
C -8.21889 3.61120 -1.20980
C -7.34086 2.59457 -0.67670
C -7.78375 1.28185 -0.56761
C -6.93994 0.30484 -0.06691
C -5.66355 0.65414 0.33281
C -5.21335 1.95962 0.24208
C -6.05374 2.93113 -0.27270
N -4.78439 -0.36011 0.85132
C -5.14781 -1.45345 1.60849
C -3.99858 -2.11972 1.87579
N -2.92475 -1.45902 1.29392
C -3.45142 -0.40507 0.69035
H -8.78449 1.02440 -0.88546
H -7.27980 -0.72101 -0.01432
H -4.22683 2.23528 0.59105
H -5.71795 3.95605 -0.34784
H -6.16423 -1.62744 1.91577
H -3.87291 -3.00451 2.47967
H -2.89512 0.33009 0.13361
N -2.09495 -3.71161 -0.30429
C -1.00955 -4.38633 -0.01815
C -0.77110 -5.68634 -0.59017
C 0.40306 -6.32401 -0.27923
C 1.29582 -5.67725 0.56759
C 0.96415 -4.38481 1.10164
N -0.14077 -3.76081 0.84065
H -2.80169 -4.08225 -0.92508
H -2.26971 -2.80872 0.16545
H -1.50860 -6.12965 -1.24721
H 0.62580 -7.30183 -0.68365
H 2.23809 -6.13442 0.83876
H 1.66308 -3.88590 1.76505


[6]
64
Properties=species:S:1:pos:R:3 method="wB97M-V/def2-TZVPD" homo_lumo_gap_ev="6.824 / 4.566" charge=+1 e_homo_ev="-9.99 / -9.94" largest_force_ha_per_bohr=0.0080 e_tot_ev=-57996.692 spin_multiplicity=5
Pt -0.63984 1.60285 -0.53471
C 1.25371 0.05343 3.58465
C 0.55590 -0.99257 2.77366
N 0.57185 -2.23324 3.20092
C -0.05780 -3.16830 2.48401
C -0.67812 -2.93634 1.27112
C -1.42738 -4.11685 0.69677
O -1.42819 -4.16796 -0.72973
C -0.64895 -1.62228 0.76027
C -1.00888 -1.33379 -0.67391
N -1.80688 -0.12923 -0.82275
C -3.09089 -0.19064 -1.21561
C -3.85809 -1.38418 -1.10370
C -5.18391 -1.40963 -1.46424
C -5.79870 -0.26509 -1.96321
C -5.07620 0.91775 -2.10523
C -3.75245 0.96068 -1.73410
I -2.70346 2.73079 -2.06649
C -0.09947 -0.60334 1.56728
O -0.12728 0.68499 1.32337
H 1.82968 -0.42640 4.37202
H 0.53695 0.74351 4.03256
H 1.91024 0.65140 2.95036
H -0.04463 -4.16915 2.90024
H -2.46377 -4.08004 1.05726
H -0.97348 -5.02476 1.09980
H -1.75635 -5.03183 -0.99761
H -1.47467 -2.18028 -1.15703
H -3.39060 -2.27217 -0.70352
H -5.75232 -2.32248 -1.35380
H -6.83972 -0.28841 -2.25330
H -5.55672 1.79461 -2.51643
C -1.01564 5.91673 0.77961
O 0.27870 6.40015 0.37289
C 1.26441 5.65349 -0.07538
C 2.47762 6.32471 -0.30067
C 3.57457 5.63740 -0.73459
C 3.50933 4.24071 -0.95206
C 2.34664 3.53376 -0.77731
C 2.44700 2.08692 -0.93117
N 1.52974 1.19154 -0.86423
N 2.12214 -0.07313 -0.78775
C 1.38207 -1.09681 -0.95767
O 0.14292 -1.01223 -1.48605
C 1.90654 -2.43335 -0.63695
C 1.38723 -3.55135 -1.28223
C 1.85615 -4.81388 -0.95703
C 2.82835 -4.96168 0.02156
C 3.34012 -3.84553 0.67298
C 2.88586 -2.58197 0.34342
C 1.15362 4.22478 -0.34787
O 0.03750 3.66316 -0.20372
H -1.50836 6.79638 1.18116
H -0.91084 5.14801 1.54156
H -1.56077 5.52721 -0.07590
H 2.51151 7.38711 -0.10481
H 4.50940 6.15535 -0.89284
H 4.40480 3.71561 -1.25783
H 3.46177 1.71398 -1.04653
H 0.62095 -3.43571 -2.03638
H 1.45979 -5.68212 -1.46636
H 3.18786 -5.94825 0.28129
H 4.08753 -3.96434 1.44550
H 3.26195 -1.70776 0.85645


[7]
66
Properties=species:S:1:pos:R:3 method="wB97M-V/def2-TZVPD" homo_lumo_gap_ev="7.503 / 6.631" charge=+2 e_homo_ev="-13.05 / -14.09" largest_force_ha_per_bohr=0.0125 relative_energy_kj_mol=0.0 e_tot_ev=-127007.595 spin_multiplicity=5
Pt -0.05366 0.26757 -0.01578
C -2.66450 0.08778 3.67925
C -1.57147 0.23950 2.82338
N -1.66705 0.09619 1.51314
C -2.86029 -0.23536 0.97502
C -4.01098 -0.38984 1.75215
C -3.89070 -0.21555 3.14155
C -5.24954 -0.73521 1.11606
C -5.31190 -0.97951 -0.22586
C -4.16355 -0.90104 -1.03510
C -4.17187 -1.21853 -2.43717
C -3.04085 -1.17403 -3.15078
C -1.74100 -0.77174 -2.53769
N -1.81714 -0.37690 -1.15108
C -2.91914 -0.50585 -0.45797
H -2.53048 0.21349 4.74378
H -0.59270 0.50026 3.20760
H -4.76032 -0.33571 3.77498
H -6.13900 -0.80884 1.72795
H -6.25440 -1.24825 -0.68449
H -5.10404 -1.52039 -2.89653
H -3.01671 -1.45299 -4.19542
H -1.27921 0.05674 -3.08884
C 3.19214 1.93840 2.68492
C 2.34231 1.07545 1.98698
N 1.41809 1.49608 1.13979
C 1.28070 2.83371 0.95125
C 2.08469 3.77110 1.61175
C 3.06628 3.28905 2.49492
C 1.88561 5.17441 1.38259
C 0.93214 5.60916 0.53504
C 0.09636 4.67578 -0.16410
C -0.89417 5.07797 -1.07735
C -1.64479 4.12842 -1.72111
C -1.41210 2.77909 -1.43938
N -0.49240 2.37958 -0.58216
C 0.26454 3.30284 0.04643
H 3.93055 1.52582 3.35713
H 2.42080 0.00501 2.11410
H 3.70746 3.98966 3.01468
H 2.52106 5.87443 1.90871
H 0.78000 6.66666 0.36421
H -1.04987 6.13271 -1.26501
H -2.40723 4.39769 -2.43748
H -1.99996 2.00819 -1.91901
C 1.99195 -5.57210 0.02441
N 2.89835 -4.54370 -0.48670
C 3.70790 -4.67800 -1.56326
C 4.30895 -3.46819 -1.77228
N 3.84612 -2.62007 -0.82004
C 4.19022 -1.20400 -0.71402
C 2.97238 -3.27769 -0.02397
Se 2.04524 -2.60306 1.41500
H 2.06779 -6.43558 -0.62867
H 0.97731 -5.18235 0.00704
H 2.27840 -5.84420 1.03699
H 3.79013 -5.60188 -2.10728
H 5.01764 -3.15963 -2.51981
H 4.87083 -0.96674 -1.52596
H 4.67821 -1.01555 0.23941
H 3.28225 -0.61294 -0.81172
O 1.09985 -0.68107 -1.89449
S 0.46315 -2.01070 -1.83242
O 1.19036 -3.08935 -2.41042
O -0.01932 -2.24850 -0.46143
O -0.86941 -1.90770 -2.71544